Record 1
Molecular formula: C8H20HgO6
Method: DFT, the ωB97M-V functional and the def2-TZVPD basis

Results
<S²>   0.77
Total charge   -1
2S+1   2
HOMO level (spin up / spin down)   -3.480 / -3.416 eV

Last column: Mulliken spin population.
Element x y z (Å)
Hg -0.5645 0.0177 0.3485  -0.01
O -2.5174 1.0327 -0.7466  0.03
C -3.5984 0.1592 -0.6113  0.08
C -3.4346 -1.3734 -0.6263  0.01
O -2.3764 -1.8321 0.2272  0.73
H -4.2253 0.4848 -1.4414  -0.01
H -4.1150 0.4442 0.3052  -0.01
H -3.4306 -1.8249 -1.6184  0.01
H -4.4417 -1.6694 -0.3324  0.00
O -0.8646 -0.6003 2.5869  0.16
C -0.7377 0.6447 3.3150  0.00
C 0.0931 1.8425 2.6573  0.00
O -0.2485 2.2005 1.3282  -0.01
H -0.2754 0.3463 4.2560  0.01
H -1.6716 1.0544 3.6998  0.00
H 1.1176 1.4762 2.5923  0.00
H 0.1011 2.7113 3.3154  0.00
C 2.8816 -2.1016 -1.0609  0.00
C 1.3494 -2.2183 -0.8610  0.00
O 1.0784 -1.6845 0.4134  0.00
H 3.4023 -2.9067 -0.5424  0.00
H 3.2212 -1.1462 -0.6609  0.00
H 3.2474 -2.1319 -2.0873  0.00
H 1.0051 -3.2470 -0.7543  0.00
H 0.7151 -1.8086 -1.6472  0.00
H 1.6156 -2.1859 1.0311  0.00
C 2.1639 1.7430 -0.8140  0.00
C 0.9881 1.7910 -1.7904  0.00
O 0.3844 0.4854 -1.8069  0.00
H 2.8473 1.1110 -1.3812  0.00
H 2.0064 1.1752 0.1031  0.00
H 2.5799 2.7154 -0.5503  0.00
H 1.4218 2.0935 -2.7435  0.00
H 0.3750 2.6322 -1.4669  0.00
H -0.0929 0.5699 -2.6356  0.00

Forces on atoms 1 to 6 (eV/Å):
-2.33 2.04 2.00
0.87 -2.00 0.08
1.39 3.07 -0.50
0.62 -0.93 1.33
-1.86 0.60 -1.68
-0.95 -0.83 -0.32

***

Record 2
Molecular formula: C8H20IN4O4
Method: DFT, the ωB97M-V functional and the def2-TZVPD basis

Results
ΔE to the lowest compared entry with this formula, charge and spin   1.054 eV
Total charge   -1
HOMO level   -4.489 eV

Last column: Mulliken charge in e.
Element x y z (Å)
I 13.5843 -36.1267 -27.5934  -0.50
O 9.7782 -33.9141 -26.4016  -0.59
C 9.2026 -34.9618 -26.5673  0.63
N 9.8251 -36.1315 -26.8849  -0.30
C 7.6926 -35.0247 -26.4604  -0.94
H 10.8240 -36.1395 -27.0874  0.08
H 9.3020 -36.9407 -27.1543  0.15
H 7.3087 -34.0342 -26.6849  0.26
H 7.4445 -35.2404 -25.4123  0.24
H 7.1702 -35.7891 -27.0355  0.32
O 18.2730 -35.9355 -29.2659  -0.66
C 18.1900 -36.8946 -28.5226  0.71
N 17.1016 -37.1724 -27.7637  -0.18
C 19.3229 -37.8886 -28.3981  -1.10
H 16.2206 -36.6797 -27.8955  -0.05
H 17.1509 -37.8707 -27.0487  0.19
H 19.3799 -38.3290 -27.3926  0.33
H 20.2940 -37.4292 -28.5739  0.30
H 19.2356 -38.7484 -29.0641  0.27
O 14.7484 -34.2619 -23.8545  -0.60
C 15.8433 -34.7740 -23.9771  0.74
N 16.1266 -35.7541 -24.9101  -0.24
C 17.0467 -34.3052 -23.1804  -1.10
H 15.3454 -36.2257 -25.3622  0.09
H 17.0387 -36.1620 -24.9645  0.15
H 16.7752 -33.6005 -22.4085  0.30
H 17.7657 -33.8692 -23.8818  0.27
H 17.5726 -35.1769 -22.7735  0.33
O 15.4437 -31.8545 -27.2433  -0.63
C 16.3057 -32.3816 -27.9222  0.61
N 16.3114 -33.6911 -28.2826  -0.04
C 17.5421 -31.6060 -28.3140  -0.97
H 17.0766 -34.0381 -28.8369  0.16
H 15.4892 -34.2918 -28.2237  -0.05
H 17.3931 -30.9842 -29.1924  0.23
H 18.4049 -32.2729 -28.3708  0.31
H 17.7398 -30.9167 -27.4907  0.29

Forces on atoms 1 to 6 (eV/Å):
0.00 -0.29 -0.09
0.25 0.34 0.26
-0.17 -0.60 -0.80
0.26 0.18 0.06
-0.35 -0.11 0.80
-0.06 0.15 0.15

***

Record 3
Molecular formula: C8H20N2OP
Method: DFT, the ωB97M-V functional and the def2-TZVPD basis

Results
ΔE to the lowest compared entry with this formula, charge and spin   4.043 eV
Total charge   +1
HOMO level   -11.757 eV

Last column: Mulliken charge in e.
Element x y z (Å)
C 0.9804 -3.3372 1.6292  -0.45
C -0.2059 -2.4541 1.3565  -0.07
C 3.0691 1.4479 0.2375  -1.32
C -0.6553 -1.5851 0.0941  -1.54
C 1.8813 0.5812 -0.1617  0.02
C 0.7078 0.5997 0.9089  -1.01
C -0.6968 -0.0498 0.4698  0.53
C -1.2110 0.7101 -0.7114  -0.80
N -0.6292 0.6069 -1.9567  -0.32
N -1.3294 2.2584 -0.5582  -0.24
O 0.9423 -2.0362 2.0984  -0.41
P -3.7200 -0.0074 -0.9894  0.11
H 0.7848 -4.3052 2.1802  0.29
H 1.5750 -3.5070 0.6831  0.24
H -1.1086 -2.6198 2.1118  0.29
H 3.7394 0.8954 1.0072  0.30
H 3.8526 1.5675 -0.6690  0.33
H 2.8180 2.4451 0.5338  0.36
H -1.5769 -1.8546 -0.2396  0.68
H 0.0094 -1.7577 -0.6418  0.63
H 1.6054 1.1484 -1.0738  0.17
H 2.3157 -0.4287 -0.5572  0.15
H 0.4769 1.6064 1.2496  0.43
H 1.0804 -0.0873 1.7051  0.54
H -1.3216 0.1544 1.3312  0.34
H -1.1191 1.1535 -2.7013  0.26
H -0.4014 -0.3807 -2.1177  0.25
H -0.3287 2.5940 -0.5287  0.36
H -1.8836 2.6715 -1.3142  0.40
H -1.8127 2.6677 0.2496  0.37
H -4.2157 1.3606 -1.2745  0.04
H -3.6224 -0.0577 -2.3506  0.05

Forces on atoms 1 to 6 (eV/Å):
-1.22 -1.80 -3.35
-2.59 0.46 1.63
3.83 -1.95 -0.45
1.68 1.35 5.10
0.15 0.62 -1.38
0.82 -2.58 -1.13

***

Record 4
Molecular formula: C8H21AlINO4P2
Method: DFT, the ωB97M-V functional and the def2-TZVPD basis

Results
ΔE to the lowest compared entry with this formula, charge and spin   1.079 eV
Total charge   +2
HOMO level   -17.165 eV

Last column: Mulliken charge in e.
Element x y z (Å)
C 0.4419 -0.1715 -3.0338  -0.84
I -1.7976 -0.2531 -2.3024  0.31
H 1.2815 -0.1446 -2.2994  0.38
H 0.4383 0.7259 -3.6616  0.36
H 0.5291 -1.0670 -3.6695  0.40
Al 0.0398 0.0070 -0.4725  0.62
P 0.1151 2.4115 -0.4846  1.06
C -1.4329 3.2768 -0.8968  -1.27
C 0.6417 3.2257 1.0610  -1.33
H 0.8316 4.2948 0.8879  0.49
H 1.4811 4.0423 -1.6387  0.47
H 1.5642 2.7623 1.4349  0.35
H 2.2941 2.4547 -1.5051  0.38
H -2.2158 2.9848 -0.1860  0.35
H -0.1401 3.1351 1.8297  0.37
C 1.3403 2.9582 -1.7108  -1.30
H -1.2872 4.3658 -0.8263  0.45
H 1.0168 2.6960 -2.7228  0.32
H -1.7636 3.0207 -1.9065  0.36
P 0.1299 -2.3685 -0.2333  0.96
C -1.3790 -3.3741 -0.4025  -1.27
C 1.3006 -3.0540 -1.4499  -1.34
H 1.5664 -2.3678 1.7317  0.37
H 1.1389 -4.0299 1.1994  0.48
H -0.0524 -3.0291 2.0845  0.40
C 0.7618 -3.0067 1.3490  -1.34
H 2.2709 -2.5539 -1.3356  0.39
H 1.4403 -4.1266 -1.2763  0.48
H -1.1459 -4.4338 -0.2311  0.44
H -1.8377 -3.2505 -1.3886  0.36
H 0.9627 -2.8922 -2.4782  0.29
H -2.1082 -3.0618 0.3540  0.37
C -3.3880 -0.0456 0.4714  0.09
O -4.2769 0.0395 1.1842  -0.13
O 0.3692 0.1693 3.1778  -0.45
N 0.3500 0.2505 1.9836  0.83
O 1.3670 0.0943 1.1688  -0.45
O -0.8509 0.3337 1.2746  -0.43

Forces on atoms 1 to 6 (eV/Å):
-1.18 -0.19 -1.13
1.69 0.20 -1.04
-0.61 -0.02 -0.04
0.07 -0.23 0.38
-0.04 0.39 0.48
-0.65 0.71 3.15

***

Record 5
Molecular formula: C8H21BCeF3InN2O2P
Method: DFT, the ωB97M-V functional and the def2-TZVPD basis

Results
<S²>   0.91
Total charge   +2
2S+1   2
HOMO level (spin up / spin down)   -13.395 / -13.370 eV

Last column: Mulliken spin population.
Element x y z (Å)
C 4.4080 -0.7978 1.8263  0.00
C 4.3680 -1.5674 0.4705  0.00
C 3.3523 -1.0177 -0.5799  0.00
C 1.9594 -0.5795 -0.0161  0.00
C 1.4180 0.5801 -0.9784  0.03
In -0.7643 0.9735 -0.7842  0.00
C -1.5180 0.3040 1.2446  -0.05
C -1.6023 -1.3272 1.3736  0.02
C -3.0383 -1.8991 1.7645  0.01
F -3.8272 -2.1429 0.5391  0.00
F -3.7929 -1.0516 2.6953  0.00
F -2.8698 -3.0335 2.3981  0.00
B -1.1143 3.2469 -0.8843  -0.01
N -2.0202 3.9246 0.0734  0.00
O -0.5008 4.0646 -1.8534  -0.01
P -1.9169 -0.2032 -2.7837  0.10
N -3.5415 0.4727 -2.9211  0.01
O -2.0917 -1.8671 -2.5308  0.00
H 3.4899 -1.0878 2.4020  0.00
H 5.2652 -1.0785 2.4751  0.00
H 4.3346 0.3001 1.6791  0.00
H 4.2460 -2.6644 0.6337  0.00
H 5.3844 -1.4616 0.0143  0.00
H 3.1499 -1.8515 -1.2989  0.00
H 3.7510 -0.1866 -1.2068  0.00
H 1.9846 -0.1340 1.0007  0.00
H 1.1823 -1.3832 -0.0473  0.00
H 1.6846 0.2428 -2.0090  0.00
H 2.0165 1.4982 -0.7878  0.00
H -0.7838 0.6387 2.0108  0.00
H -2.5045 0.8090 1.5180  0.00
H -1.2016 -1.7617 0.4357  -0.01
H -0.9259 -1.6414 2.2002  0.00
H -2.0881 4.9227 -0.1535  0.00
H -1.6239 3.8634 1.0166  0.00
H 0.2392 4.5254 -1.4241  0.00
H -3.6181 0.7713 -3.9000  0.00
H -4.2172 -0.2856 -2.7901  0.00
H -2.2775 -2.0272 -1.6020  0.00
Ce -4.3951 -0.0878 0.7798  0.92

Forces on atoms 1 to 6 (eV/Å):
-1.17 -0.59 0.13
1.17 0.48 -0.19
-0.60 -0.96 0.32
-0.58 1.34 -1.04
0.61 -1.55 0.19
1.23 1.41 0.32

***

Record 6
Molecular formula: C8H21BF4IOP2Sc
Method: DFT, the ωB97M-V functional and the def2-TZVPD basis

Results
ΔE to the lowest compared entry with this formula, charge and spin   0.000 eV
Total charge   +2
HOMO level   -16.595 eV

Last column: Mulliken charge in e.
Element x y z (Å)
C 0.1388 -0.0242 -4.3169  -0.88
I -1.0434 -0.3448 -2.4669  0.19
H 1.1978 0.0955 -4.1059  0.37
H -0.2950 0.8691 -4.7784  0.35
H -0.0613 -0.9117 -4.9272  0.37
Sc 0.3048 -0.0036 -0.0234  -0.03
P 0.1064 2.6281 -0.1504  1.04
C -1.4942 3.4704 -0.3795  -1.22
C 0.7136 3.3995 1.3848  -1.16
H 0.5235 4.4793 1.3461  0.44
H 0.9933 4.5821 -1.3056  0.39
H 1.7916 3.2230 1.4851  0.41
H 2.1840 3.2382 -1.2345  0.40
H -2.1774 3.1897 0.4332  0.39
H 0.2178 2.9563 2.2581  0.24
C 1.1284 3.4975 -1.3998  -1.13
H -1.3247 4.5580 -0.3695  0.43
H 0.8339 3.1725 -2.4076  0.36
H -1.9404 3.1756 -1.3394  0.38
P 0.1640 -2.6447 0.2471  0.97
C -1.4476 -3.4945 0.1481  -1.17
C 1.1612 -3.6545 -0.9054  -1.11
H 1.8162 -2.8924 2.0036  0.41
H 0.7513 -4.3315 1.8945  0.44
H 0.1790 -2.8117 2.6676  0.29
C 0.7845 -3.2344 1.8570  -1.26
H 2.2105 -3.3382 -0.8338  0.39
H 1.0741 -4.7144 -0.6361  0.40
H -1.2830 -4.5734 0.2800  0.43
H -1.9151 -3.3080 -0.8254  0.38
H 0.8089 -3.4968 -1.9315  0.37
H -2.1072 -3.1176 0.9390  0.37
C -1.7907 0.0743 0.6202  0.50
O -2.9247 0.0461 0.8617  -0.11
F 0.9588 0.0853 1.8244  -0.55
B 0.0310 0.0444 3.3982  0.72
F 1.0300 -0.3384 4.2069  -0.21
F -0.3838 1.3386 3.4323  -0.28
F -0.9148 -0.8886 3.0498  -0.33

Forces on atoms 1 to 6 (eV/Å):
-0.32 0.07 -0.42
0.05 -0.05 -1.46
-0.17 -0.06 0.31
0.08 -0.25 0.31
0.00 0.20 0.38
2.56 -0.07 1.37